DFT (ωB97M-V with the def2-TZVPD basis set) results for a 2-piece molecular cluster, C5H6N overall at a distorted geometry.

Properties
E_LUMO	-8.00	eV
energy above the lowest of the compared OMol25 structures with the same formula, charge and spin	123.2	kcal/mol
orbital gap	7.81	eV
molar mass	80.11	g/mol
total charge	+1
highest occupied orbital energy	-15.82	eV

Geometry (Å):
C1 -2.08 -0.01 0.01
C2 1.39 1.38 0.12
C3 0.06 1.29 -0.17
C4 -0.72 0.16 -0.02
C5 0.24 -1.78 0.00
N1 -3.21 -0.23 0.02
H1 1.93 2.29 -0.07
H2 1.92 0.58 0.62
H3 -0.45 2.20 -0.52
H4 1.24 -1.53 -0.30
H5 -0.37 -2.29 -0.72
H6 0.07 -2.04 1.03



DFT (ωB97M-V with the def2-TZVPD basis set) results for a 2-piece molecular cluster, C5H6N overall at a distorted geometry.

Properties
E_LUMO (alpha / beta)	-5.26 / -7.13	eV
energy above the lowest of the compared OMol25 structures with the same formula, charge and spin	45.9	kcal/mol
orbital gap (alpha / beta)	9.41 / 7.87	eV
expectation value of S²	2.023
molar mass	80.11	g/mol
total charge	+1
spin multiplicity	3
highest occupied orbital energy (alpha / beta)	-14.67 / -15.01	eV

Geometry (Å):
C1 -1.74 0.72 0.04
C2 -1.83 -0.63 0.10
C3 2.39 0.03 0.11
C4 -0.39 1.07 0.05
C5 -0.46 -1.15 0.02
N1 0.33 -0.06 -0.06
H1 -2.50 1.41 0.13
H2 -2.58 -1.36 0.25
H3 2.67 -0.86 -0.32
H4 2.66 0.93 -0.28
H5 -0.07 2.09 0.27
H6 -0.33 -2.22 0.13



DFT (ωB97M-V with the def2-TZVPD basis set) results for C5H6N2 in the gas phase at a distorted geometry.

Properties
E_LUMO	0.19	eV
energy above the lowest of the compared OMol25 structures with the same formula, charge and spin	97.8	kcal/mol
orbital gap	8.52	eV
molar mass	94.12	g/mol
highest occupied orbital energy	-8.33	eV

Geometry (Å):
C1 3.02 0.14 0.13
C2 1.81 -0.27 -0.14
C3 0.35 -0.24 -0.10
N1 -0.56 -1.24 0.15
C4 -1.83 -0.60 -0.07
C5 -1.70 0.83 0.13
N2 -0.22 0.92 -0.13
H1 4.13 0.15 -0.01
H2 -2.54 -0.87 0.69
H3 -2.28 -0.65 -1.04
H4 -1.93 1.22 1.08
H5 -2.21 1.37 -0.78
H6 0.34 1.75 0.26



DFT (ωB97M-V with the def2-TZVPD basis set) results for C5H6N2 in the gas phase at a distorted geometry.

Properties
E_LUMO	0.67	eV
energy above the lowest of the compared OMol25 structures with the same formula, charge and spin	133.5	kcal/mol
orbital gap	9.99	eV
molar mass	94.12	g/mol
highest occupied orbital energy	-9.32	eV

Geometry (Å):
H1 -0.38 -2.48 0.88
N1 0.00 -2.39 -0.06
C1 -0.03 -1.30 -0.63
C2 0.52 -0.98 -1.98
N2 -0.91 0.09 0.04
C3 -0.05 0.56 0.74
C4 -0.91 1.93 1.62
C5 -0.63 2.95 2.23
H2 1.36 -0.30 -1.89
H3 0.83 -1.90 -2.47
H4 -0.26 -0.49 -2.57
H5 0.94 0.52 1.19
H6 -0.47 3.77 2.88